# 1
A cluster of 2 separate species, C4H8P2 in total. Source: the Open Molecules 2025 dataset; level of theory: wB97M-V/def2-TZVPD.

The strongest force on any atom comes out at 4.9 eV/Å. The HOMO energy (alpha / beta) is -6.424 / -6.428 eV. The value obtained for the energy above the lowest of the compared OMol25 structures with the same formula, charge and spin is 151.7 kcal per mole. As for the total charge: 0.

Geometry (Å):
H: -0.67031 -0.98628 -1.07819
C: -0.62112 -0.41386 -0.09325
H: -5.01192 -0.28165 0.23743
H: 0.34177 0.71216 1.25446
H: 2.62449 1.37910 0.91605
H: 1.75937 -1.00456 -0.76103
C: 2.87464 0.55808 0.13710
C: 0.51862 -0.03524 0.51413
C: 1.76131 -0.34166 0.06249
P: -2.62419 1.19089 0.38728
P: -3.66025 -0.68517 0.16563
H: 3.73492 -0.06154 0.21010
H: -3.88686 -0.99548 -1.15292
H: 2.85954 0.96521 -0.79930

Atomic partial charges in e from the Löwdin method, atoms 1 to 2: number 1, H, carries 0.061; number 2, C, carries -0.114


# 2
A cluster of 2 separate species, C5H11NOPS in total. Source: the Open Molecules 2025 dataset; level of theory: wB97M-V/def2-TZVPD.

The strongest force on any atom comes out at 3.6 eV/Å. The HOMO energy is -12.697 eV. The value obtained for the energy above the lowest of the compared OMol25 structures with the same formula, charge and spin is 31.7 kcal per mole. As for the total charge: +1.

Geometry (Å):
H: -5.22221 -0.51628 1.27615
O: -5.30294 0.12887 0.60127
H: 0.81971 -0.03428 1.99431
S: -2.71792 -1.05931 -0.06411
H: -0.55900 -0.78880 -1.14921
H: 0.94223 -1.93659 -0.93559
P: -4.17471 0.13361 -0.54551
C: 0.59242 -0.78456 -1.18229
H: 1.02107 -0.34617 -2.15892
N: 1.08732 0.05582 -0.08645
C: 0.66304 -0.70677 1.10506
H: 1.21720 -1.62373 1.27983
C: 0.60762 1.40345 -0.00597
C: 2.58257 0.24843 -0.28913
H: -0.36076 -0.96073 1.02578
H: -0.23094 3.47531 0.24107
C: 0.14559 2.51574 0.10883
H: 2.66337 1.02675 -1.17408
H: 3.04533 -0.83935 -0.65604
H: 3.18102 0.60856 0.61501

Atomic partial charges in e from the Löwdin method, atoms 1 to 2: number 1, H, carries 0.019; number 2, O, carries -0.390


# 3
A cluster of 3 separate species, C2H12NO2 in total. Source: the Open Molecules 2025 dataset; level of theory: wB97M-V/def2-TZVPD.

The strongest force on any atom comes out at 1.6 eV/Å. The HOMO energy is -15.406 eV. The value obtained for the energy above the lowest of the compared OMol25 structures with the same formula, charge and spin is 16.3 kcal per mole. As for the total charge: +1.

Geometry (Å):
H: -2.01191 1.07790 1.52961
H: 0.62412 0.67976 0.37455
H: 1.03812 -2.84277 -0.82119
C: -1.32541 0.29880 1.25228
H: -0.06580 -0.36165 -1.44595
C: -0.74258 0.43951 -1.18591
O: 2.42836 0.97656 0.46928
H: -0.30687 -3.33263 -0.35519
H: -1.80141 0.27253 -1.25044
H: -0.53201 1.25379 -1.87685
H: -1.74003 -0.62622 0.87677
H: 2.90633 0.14724 0.35539
N: -0.37615 0.86985 0.22448
H: -0.73999 0.08754 2.14136
H: -0.46271 1.88359 0.22992
H: 2.95713 1.69201 0.09995
O: 0.15084 -2.51581 -0.61805

Atomic partial charges in e from the Löwdin method, atoms 1 to 2: number 1, H, carries 0.100; number 2, H, carries 0.100


# 4
A structure of composition C21H44GeN4O7SSi3Y. Source: the Open Molecules 2025 dataset; level of theory: wB97M-V/def2-TZVPD.

The strongest force on any atom comes out at 1.0 eV/Å. The HOMO energy (alpha / beta) is -7.528 / -8.608 eV. As for the spin multiplicity: 2. The value obtained for the energy above the lowest of the compared OMol25 structures with the same formula, charge and spin is 3.2 kcal per mole. As for the total charge: 0.

Geometry (Å):
C: -4.55597 -2.40202 0.33637
H: -2.61214 -2.02859 -4.25803
H: -3.46979 -2.49646 -2.78772
Si: -1.74077 -0.75538 -2.31481
H: -4.73762 -1.95775 -0.64454
N: 2.00928 2.46632 -0.65096
H: 4.18973 2.42141 2.04811
H: 3.51146 -1.88192 -2.39369
Y: 1.44123 0.22282 0.03466
H: -5.50311 -2.39732 0.88364
H: -2.37897 -3.24497 2.77317
C: 3.16324 2.17713 2.28965
H: -3.09040 0.89815 -3.60689
H: 0.15255 -1.02370 3.13759
C: -1.34600 4.04306 -0.39305
C: 0.75423 -3.88060 1.54982
H: -2.26574 -4.45422 -1.03645
C: 3.80821 -1.85594 -0.28560
H: 1.61522 -2.72783 -1.62781
C: 0.94396 -3.57398 -1.49173
H: 2.20651 4.49398 -2.33525
H: -1.69679 4.33302 -1.38614
H: -2.46712 1.61525 -2.10697
H: 0.52567 0.36434 -2.67308
H: 1.74708 -1.49266 2.82460
H: -3.28296 0.89469 2.23780
H: 3.55381 3.53653 -0.36425
C: 1.11224 3.35488 -0.91342
H: -2.19579 -4.73155 0.70771
H: 0.37501 -3.70347 -2.41434
N: 1.02916 -0.79489 2.69527
H: 0.17862 -3.68852 2.45823
H: -0.53260 1.32737 3.05107
C: -0.26026 3.02350 -0.47256
H: -0.97733 4.93589 0.11565
H: 1.56365 -4.46407 -1.34647
H: 0.95668 -4.95494 1.50786
C: 2.78287 0.85243 2.47742
H: -3.84751 0.52176 -2.05547
O: -1.48779 1.27679 0.34347
C: 3.91496 -1.18193 -1.66156
H: -1.14103 -5.64735 -0.37447
C: -2.86654 -2.27919 2.91790
H: 0.17659 3.68348 2.70314
H: 0.50302 -1.29724 -3.29104
C: -2.48683 -2.25014 -3.19413
C: 0.90372 2.88221 2.67268
H: 1.69094 5.38156 -0.89590
H: -4.89578 0.15891 2.30298
O: 2.83845 -1.40348 0.46348
C: 2.21958 3.18754 2.35700
O: 3.60696 4.63889 0.76252
H: -4.26957 0.82262 0.78442
O: 1.39325 5.41737 1.42767
H: 4.96207 -1.02046 -1.91094
O: 3.32069 2.78723 -1.00613
S: 2.65661 4.85632 1.87553
C: -3.99775 0.27894 1.69030
O: 3.26659 5.47389 3.02174
H: 0.49513 4.98064 -2.13484
C: 1.39072 4.62891 -1.62798
H: 3.51576 0.05753 2.41764
C: -1.59693 -4.66610 -0.20231
N: -0.38778 1.78704 -0.13671
C: -0.08937 -0.38520 -3.18367
Si: -3.27776 -1.40632 1.29541
C: -2.89122 0.71212 -2.54873
C: 1.44372 0.53670 2.75891
C: 0.50810 1.56710 2.86932
H: 3.70934 0.86261 -1.40691
H: -4.25654 -3.43963 0.19228
H: 2.85504 0.29869 -2.64055
H: -1.85725 -3.13725 -3.10854
H: -0.27373 0.00318 -4.18923
O: 4.57344 -2.74592 0.00289
H: -2.18518 3.62365 0.15776
N: 3.12850 0.06736 -1.68959
H: 1.71289 -3.36576 1.60837
H: -3.77864 -2.44703 3.49666
Ge: -1.29697 -1.21202 -0.01194
Si: -0.19827 -3.40701 -0.00424
H: -2.21067 -1.65105 3.52790

Atomic partial charges in e from the Löwdin method, atoms 1 to 2: number 1, C, carries -0.211; number 2, H, carries 0.035


# 5
A cluster of 10 separate species, ClH18O9 in total. Source: the Open Molecules 2025 dataset; level of theory: wB97M-V/def2-TZVPD.

The strongest force on any atom comes out at 2.7 eV/Å. The HOMO energy is -6.595 eV. The value obtained for the energy above the lowest of the compared OMol25 structures with the same formula, charge and spin is 19.2 kcal per mole. As for the total charge: -1.

Geometry (Å):
O: 1.18154 -0.55514 -2.73132
H: -3.10246 1.63586 -1.90532
H: -1.47746 1.81686 1.22768
O: -2.69046 -0.64414 1.35668
O: 3.15454 -0.19514 -0.74432
H: 0.35354 3.19886 1.20268
H: 0.91354 -1.96614 0.89368
H: 2.37154 -0.39014 -1.24032
H: -3.37546 -0.86514 0.73468
H: 3.80454 -0.35814 -1.43232
H: 2.04954 0.07486 2.24968
H: 0.59254 1.73086 1.46468
O: -1.37546 -1.75214 -1.66432
O: -2.13146 2.47786 1.28168
H: -1.81946 0.86386 -1.48732
H: 1.29154 -3.24614 1.58468
H: -1.20246 -2.68514 -1.44032
H: -1.25646 -1.21614 -0.88532
Cl: 0.10554 0.07986 0.43268
H: -1.98646 -0.19714 0.87468
O: 2.81554 -0.49914 2.11468
H: 3.03554 -0.50514 1.15568
O: -2.60546 1.27886 -1.16332
H: -2.50146 2.43086 0.36668
O: 1.44254 -2.74414 0.78468
O: 0.79754 2.62686 1.78068
H: 0.44554 -0.80814 -2.14432
H: 1.16954 0.41186 -2.66732

Atomic partial charges in e from the Löwdin method, atoms 1 to 2: number 1, O, carries -0.090; number 2, H, carries 0.058


# 6
A structure of composition C24H17IrN4O6S5. Source: the Open Molecules 2025 dataset; level of theory: wB97M-V/def2-TZVPD.

The strongest force on any atom comes out at 2.7 eV/Å. The HOMO energy (alpha / beta) is -9.577 / -10.435 eV. As for the spin multiplicity: 2. The value obtained for the energy above the lowest of the compared OMol25 structures with the same formula, charge and spin is 20.5 kcal per mole. As for the total charge: +1.

Geometry (Å):
O: 0.20039 0.76702 -0.89784
H: -2.87542 -4.13157 -1.23263
C: -4.24525 -2.46461 -1.31096
Ir: -0.55467 -0.30031 0.82187
C: 4.02157 -0.63969 2.58398
H: 5.79377 -0.13540 3.64156
C: 3.94179 -2.89424 1.67567
C: 5.85913 -2.15556 2.89804
C: -0.68917 2.60286 0.30591
H: -1.23373 5.44225 2.03335
H: 3.40568 -3.64608 1.11421
H: -3.45399 0.58206 -0.11782
S: -0.60388 -0.85400 -2.98535
H: -2.14533 3.71480 3.62603
H: 2.63530 0.63774 2.41725
C: 5.19089 -3.15013 2.17892
C: -3.05260 -3.09110 -0.99359
C: -0.74993 -2.93954 -0.03356
C: 3.32296 -1.64589 1.87729
C: 1.96819 -1.42935 1.39726
C: -2.10386 0.99392 3.15128
C: -1.22612 4.39129 1.77843
C: -0.18594 2.01763 -0.96881
H: -5.32238 -0.59759 -1.22317
O: -1.90237 -0.16648 2.83540
C: -3.36874 -0.46407 -0.37998
C: -1.03488 0.44854 -3.92918
H: -0.40315 4.65433 -0.20580
C: 5.28732 -0.91850 3.09231
C: -2.72921 2.02763 -5.22009
O: -2.77343 1.33820 4.22416
O: -0.16151 2.69920 -1.96195
H: -3.07070 0.54841 4.70506
C: -1.71076 3.44094 2.67532
N: -2.22080 -1.06781 -0.06861
N: 0.09012 -2.11784 0.47620
H: 5.64729 -4.11869 2.02969
S: -1.11510 2.43270 -5.71497
H: -5.04660 -3.01271 -1.78802
H: 2.23452 -0.63061 -3.94787
S: 1.44374 1.41608 -4.94726
C: -1.62683 2.11181 2.32701
C: -0.74062 3.96604 0.55645
N: -1.08749 1.70482 1.17563
N: 1.33426 -2.45791 0.82356
C: -0.25553 1.28350 -4.72855
C: 2.24905 0.42101 -3.68135
O: 1.40436 -0.26365 1.56227
H: 3.27342 0.79128 -3.66752
S: -4.05685 2.73205 -5.83797
H: -0.47634 -3.97660 -0.16901
C: -4.40845 -1.12651 -0.99476
O: 3.52002 0.58739 2.81082
H: 1.77661 0.58209 -2.71795
S: -2.76332 0.80007 -4.00375
H: 6.83973 -2.36177 3.30785
C: -2.04515 -2.37745 -0.37440

Atomic partial charges in e from the Löwdin method, atoms 1 to 2: number 1, O, carries -0.187; number 2, H, carries 0.132


# 7
An isolated molecule of C5H7NO. Source: the Open Molecules 2025 dataset; level of theory: wB97M-V/def2-TZVPD.

The strongest force on any atom comes out at 1.0 eV/Å. The HOMO energy is -9.067 eV. The value obtained for the energy above the lowest of the compared OMol25 structures with the same formula, charge and spin is 47.7 kcal per mole. As for the total charge: 0.

Geometry (Å):
H: 2.86757 -0.08905 0.13103
H: 0.48944 -1.86517 0.43185
C: 1.87979 0.16608 -0.23640
C: 1.74056 0.35737 -1.53242
O: 1.58378 0.51482 -2.67916
H: -0.53694 -0.38247 -1.05897
C: 0.67130 0.16241 0.64738
C: -0.62477 -0.17998 0.01019
H: -2.03206 0.55749 1.47302
H: -2.20667 1.27435 -0.15280
N: 0.01306 -1.11602 0.92738
H: 0.70063 0.83743 1.50271
C: -1.97544 0.35749 0.39982
H: -2.74106 -0.38733 0.15408

Atomic partial charges in e from the Löwdin method, atoms 1 to 2: number 1, H, carries 0.111; number 2, H, carries 0.099


# 8
The ion C5H10BrN2 with charge +1. Source: the Open Molecules 2025 dataset; level of theory: wB97M-V/def2-TZVPD.

The strongest force on any atom comes out at 5.3 eV/Å. The HOMO energy (alpha / beta) is -13.564 / -14.049 eV. The value obtained for the energy above the lowest of the compared OMol25 structures with the same formula, charge and spin is 125.0 kcal per mole. As for the total charge: +1.

Geometry (Å):
H: -1.20213 0.11357 -2.54893
C: 0.05934 -0.19848 0.66713
C: -0.52289 -1.47828 0.27936
H: 1.62970 -1.18740 1.74217
Br: -0.39309 1.39742 -4.31415
H: 0.44248 -0.41142 2.69397
C: -0.32580 0.70994 -2.66313
N: -0.93841 0.70709 1.11739
N: 0.56197 0.70379 -0.31821
C: 0.53050 0.91899 -1.56987
C: 1.06192 -0.29400 1.81357
H: 0.12797 -2.11545 -0.37215
H: 1.43729 1.65642 -1.81454
H: -0.61021 -2.08398 1.15296
H: 1.83438 0.42238 1.76529
H: -1.75408 1.16089 0.55531
H: -0.47169 1.30170 1.88888
H: -1.46726 -1.32318 -0.07505

Atomic partial charges in e from the Löwdin method, atoms 1 to 2: number 1, H, carries 0.042; number 2, C, carries -0.691